1.
Density functional theory data (the ωB97M-V functional and the def2-TZVPD basis) for a gas-phase ion, C27H54BrN2O5S (charge +1) at a distorted geometry.

Geometry as XYZ:
```
90
Properties=species:S:1:pos:R:3
C -0.94235 3.05727 4.49346
C -0.63635 3.66982 3.12580
C 0.02236 2.65529 2.17826
C -1.04930 1.87591 1.38613
C -0.39456 0.85996 0.47804
O 0.64914 1.45449 -0.27079
C 1.58254 0.56473 -0.79977
Br 2.13574 1.48407 -2.47859
C 2.81024 0.47431 0.08613
C 3.42620 1.82020 0.46936
C 4.14870 1.71347 1.81688
C 4.71264 3.06075 2.24805
C 5.26277 0.63380 1.78519
C 0.96226 -0.84810 -1.17669
O 0.76516 -1.75020 -0.18476
C 1.84875 -2.35914 0.54231
C 1.64925 -2.17867 2.04838
O 1.62150 -1.29101 -2.29448
C 1.79021 -2.68291 -2.55753
C 3.22886 -3.11981 -2.43731
O 4.01461 -2.29576 -3.25589
C 5.39154 -2.60163 -3.18565
C 6.10495 -1.79096 -2.11301
N -0.46984 -0.50703 -1.61949
C -1.16343 -1.65927 -2.24472
C -1.33293 0.15237 -0.52574
S -2.25768 -1.00367 0.51623
C -2.19699 1.19996 -1.29593
C -3.59140 1.51198 -0.75568
C -4.71074 0.63724 -1.34962
C -5.93224 0.65533 -0.43627
N -6.96150 -0.36267 -0.77752
C -8.27262 0.14855 -0.30926
C -6.64913 -1.55463 -0.01094
C -5.80422 -2.58072 -0.73581
O -7.03805 -1.74572 1.12158
H -1.29954 2.03645 4.35980
H -0.03212 3.00585 5.08849
H -1.68652 3.63077 5.03728
H -0.01425 4.55747 3.20497
H -1.57332 3.98733 2.66447
H 0.62182 3.19614 1.44901
H 0.66817 1.95970 2.71565
H -1.64212 2.61527 0.85691
H -1.66511 1.34005 2.10591
H 0.03424 0.08357 1.12413
H 2.52602 -0.03093 1.00995
H 3.57030 -0.12490 -0.41349
H 4.12598 2.16714 -0.28989
H 2.66536 2.59211 0.57258
H 3.40124 1.40197 2.55364
H 3.93989 3.80570 2.42001
H 5.42225 3.41197 1.49788
H 5.27936 2.93821 3.17014
H 5.52968 0.38691 0.75961
H 4.96098 -0.26594 2.31667
H 6.14743 1.02184 2.28344
H 1.80626 -3.42567 0.32540
H 2.82433 -2.02027 0.21454
H 0.63814 -1.82691 2.23820
H 1.73067 -3.14580 2.53902
H 2.38846 -1.51914 2.49227
H 1.17331 -3.34597 -1.95086
H 1.50062 -2.84607 -3.59590
H 3.59101 -3.08594 -1.40514
H 3.28673 -4.16454 -2.76551
H 5.84931 -2.38336 -4.14811
H 5.55704 -3.66623 -2.99552
H 7.09639 -2.19494 -1.91330
H 6.24211 -0.76021 -2.43437
H 5.56212 -1.79826 -1.16726
H -0.35977 0.19212 -2.35795
H -0.69923 -1.84874 -3.21031
H -1.07814 -2.55158 -1.64060
H -2.20125 -1.40958 -2.43248
H -3.15716 -1.51797 -0.32778
H -1.60119 2.11157 -1.31984
H -2.33647 0.87849 -2.33082
H -3.62953 1.53441 0.33022
H -3.81696 2.53428 -1.06785
H -4.99416 1.09778 -2.29598
H -4.37746 -0.37349 -1.57602
H -5.61309 0.54809 0.60659
H -6.38694 1.64161 -0.50398
H -8.68100 0.83047 -1.05160
H -8.19622 0.68878 0.63540
H -8.97900 -0.66131 -0.16622
H -4.95197 -2.83733 -0.11026
H -6.39414 -3.48286 -0.87435
H -5.49676 -2.20564 -1.70716
```

Values from the calculation:
total charge = +1
SMILES = CCCC[C@@H]1O[C@@](Br)(CCC(C)C)[C@](OCC)(OCCOCC)[N@@H+](C)[C@]1(S)CCCCN(C)C(C)=O
E = -4518.80975 a.u.

=====

2.
Density functional theory data (the ωB97M-V functional and the def2-TZVPD basis) for a molecular structure, CHCl2O2P at a distorted geometry.

Geometry as XYZ:
```
7
Properties=species:S:1:pos:R:3
C -0.76297 -0.06758 -0.00130
O 1.84198 0.04616 -0.48775
O 2.00057 -0.73962 0.69549
P 0.73000 0.82506 0.49313
Cl -0.97802 1.02281 -1.54351
Cl -2.11851 -0.03639 1.10859
H -0.71306 -1.05045 -0.26465
```

Values from the calculation:
<S²> = 2.01
total charge = 0
ΔE to the lowest compared entry with this formula, charge and spin = 0.133 eV
E = -1450.69611 a.u.
multiplicity = 3

=====

3.
Density functional theory data (the ωB97M-V functional and the def2-TZVPD basis) for 2 unconnected molecules or ions with the total composition C2H4N at a distorted geometry.

Geometry as XYZ:
```
7
Properties=species:S:1:pos:R:3
C 0.14110 0.10026 1.42107
C -0.27022 -0.05040 -1.10484
N -0.05231 0.13235 0.28846
H 1.09363 -0.24030 3.93568
H -0.21292 1.08122 -1.53687
H 0.48899 -0.52002 -1.78937
H -1.18825 -0.50310 -1.21412
```

Values from the calculation:
total charge = +1
ΔE to the lowest compared entry with this formula, charge and spin = 5.742 eV
E = -132.80411 a.u.

=====

4.
Density functional theory data (the ωB97M-V functional and the def2-TZVPD basis) for a single C7H11IN2 molecule at a distorted geometry.

Geometry as XYZ:
```
21
Properties=species:S:1:pos:R:3
C 0.56627 0.67051 -0.47377
C -0.38619 -0.13967 0.04223
C 0.36220 2.10446 -0.26213
C -1.51699 0.63918 0.61988
C -1.10676 2.17499 0.22003
C 1.82085 -0.25251 -0.84716
C -0.69633 -2.64675 0.25254
N 1.24023 -1.57543 -0.77154
N 0.06836 -1.45827 -0.01130
I 3.60295 0.20276 0.52042
H 1.07014 2.44712 0.47694
H 0.47049 2.74125 -1.04823
H -2.51617 0.34227 0.41553
H -1.56735 0.69045 1.70190
H -1.39183 2.89164 1.00123
H -1.61177 2.60332 -0.67429
H 2.36047 -0.01051 -1.89509
H -1.18357 -3.20848 -0.67712
H -0.10176 -3.53189 0.60610
H -1.34886 -2.43633 1.15487
H 1.86562 -2.24810 -0.35104
```

Values from the calculation:
total charge = 0
SMILES = CN1N[C@H](I)C2=C1CCC2
ΔE to the lowest compared entry with this formula, charge and spin = 0.930 eV
E = -680.42710 a.u.

=====

5.
Density functional theory data (the ωB97M-V functional and the def2-TZVPD basis) for a molecular structure, C5H5HgO at a distorted geometry.

Geometry as XYZ:
```
12
Properties=species:S:1:pos:R:3
C 1.79990 0.56357 -0.57182
C 1.00626 1.69141 -0.39850
H 2.75700 0.47284 -0.05571
H 1.59899 -0.13287 -1.38751
H 0.17336 1.88991 -1.07503
H 1.32690 2.50143 0.25882
C 0.27691 0.10936 0.97533
C -0.79014 -0.59925 0.74401
H 0.81605 0.34119 1.88846
C -1.90014 -1.17682 0.32101
O -2.66130 -2.09824 0.25752
Hg -4.40380 -3.56254 -0.95658
```

Values from the calculation:
<S²> = 2.02
total charge = +1
ΔE to the lowest compared entry with this formula, charge and spin = 1.891 eV
E = -421.66528 a.u.
multiplicity = 3

=====

6.
Density functional theory data (the ωB97M-V functional and the def2-TZVPD basis) for a single C4H10N2O molecule at a distorted geometry.

Geometry as XYZ:
```
17
Properties=species:S:1:pos:R:3
C 1.02694 -2.23490 -0.90109
N 1.40412 -0.88292 -0.52908
C 1.26677 -0.38437 0.77865
C -0.25728 0.09912 0.94970
N -0.56652 1.37217 0.17983
C -1.83792 1.72358 -0.60899
O 0.26418 -2.89129 -0.31897
H 1.63851 -2.60917 -1.79552
H 2.00215 -0.54208 -1.26894
H 1.95796 0.45285 1.07534
H 1.34474 -1.26227 1.50538
H -0.86381 -0.68248 0.42695
H -0.48937 0.17846 2.10890
H -0.67397 2.18650 0.81409
H -2.20631 0.82481 -1.19203
H -1.47637 2.40179 -1.30443
H -2.53382 2.25020 0.08021
```

Values from the calculation:
total charge = 0
SMILES = CNCCNC=O
ΔE to the lowest compared entry with this formula, charge and spin = 2.823 eV
E = -343.09773 a.u.